{"formula": "C27H55CuN5O14", "method": "the ωB97M-V functional and the def2-TZVPD basis", "homo_lumo_gap_ev": [7.15, 5.29], "multiplicity": 3, "homo_energy_ev": [-11.182, -11.181], "charge": 1, "elements": ["C", "H", "H", "H", "O", "N", "H", "O", "H", "C", "H", "H", "C", "H", "C", "C", "H", "H", "H", "H", "H", "O", "O", "H", "H", "H", "C", "C", "C", "H", "H", "H", "H", "N", "N", "H", "H", "C", "H", "H", "C", "C", "H", "H", "H", "H", "H", "H", "N", "H", "C", "H", "H", "H", "O", "C", "C", "H", "C", "H", "H", "H", "O", "O", "C", "H", "C", "O", "H", "O", "C", "H", "C", "O", "C", "C", "H", "H", "N", "H", "H", "C", "C", "C", "H", "Cu", "H", "H", "H", "H", "C", "O", "C", "H", "C", "O", "O", "H", "H", "H", "O", "H"], "xyz": [[3.49, 3.30, 0.16], [-2.44, 1.08, -2.65], [-2.35, -0.98, 0.04], [4.42, 5.25, 0.25], [0.32, 3.36, -0.28], [-2.20, 0.79, 2.26], [2.55, 2.82, 0.40], [4.28, -2.55, -1.12], [-2.72, 1.06, 3.08], [-5.13, -3.51, 1.39], [1.14, -2.16, -2.79], [-3.66, 5.30, -1.01], [-0.62, 5.69, -2.71], [-5.89, -4.58, 5.24], [-2.98, -4.40, 1.92], [2.71, 1.89, -4.65], [-1.30, -0.18, -2.28], [3.05, -3.72, -2.29], [0.89, -4.40, 0.42], [2.24, 0.05, 3.57], [-3.20, -5.35, 1.43], [1.45, -0.73, -1.51], [-1.86, 1.08, -0.58], [-2.16, -1.12, 3.28], [-3.75, 1.47, 1.07], [-1.29, -3.13, 2.30], [-2.77, 0.03, -0.05], [-0.36, 4.07, -0.99], [4.52, 3.08, -3.34], [2.34, 1.65, 2.77], [-4.00, -0.17, 1.70], [-5.52, -2.62, 0.90], [-6.66, -6.00, 4.53], [-3.69, -3.28, 1.31], [1.56, -0.21, -0.38], [0.21, -0.88, 3.94], [1.24, 4.71, -2.27], [0.25, -3.55, 0.17], [0.47, -1.14, -4.59], [-3.62, -0.13, -0.71], [-6.51, -4.93, 4.41], [-1.88, 4.22, -0.56], [3.42, 1.41, -5.32], [-0.82, 1.51, -2.31], [-7.50, -4.50, 4.28], [-5.35, -4.43, 0.84], [0.28, -2.78, -5.30], [-5.34, -2.72, 3.44], [3.27, 2.49, -3.46], [1.64, 1.59, 4.37], [-1.53, -0.42, 2.72], [2.00, 1.14, -4.30], [-3.40, -3.25, 0.34], [4.63, -4.50, -2.04], [-2.23, 3.54, 0.45], [-3.26, 0.53, 1.31], [3.88, -3.85, -1.60], [1.78, 2.12, -1.90], [4.74, 3.41, -2.01], [6.42, -0.99, 0.28], [5.75, 0.61, -0.04], [0.59, -2.71, 0.77], [-1.15, -3.95, 0.42], [0.67, 0.44, 0.13], [-5.86, -3.39, 2.75], [5.60, 3.94, -1.65], [0.12, -2.16, -4.42], [-2.87, 6.73, -3.00], [-0.74, -4.75, 2.18], [5.06, -0.38, 1.64], [-0.34, 0.00, 3.60], [-6.90, -3.09, 2.61], [2.77, 2.47, -2.16], [-0.02, 6.32, -3.67], [-1.61, 0.83, -2.00], [3.44, 4.86, 0.52], [4.19, -0.42, 1.25], [-0.66, 0.41, 4.56], [3.61, 3.14, -1.28], [3.45, -2.08, -0.99], [2.02, 2.53, -5.20], [-2.13, 5.86, -2.39], [-2.64, 5.14, -1.34], [-1.48, -4.06, 1.77], [4.26, 2.74, 0.69], [-0.75, 2.01, 1.02], [2.56, 5.33, 0.07], [3.33, -4.29, -0.76], [5.16, 3.30, -4.18], [-0.97, -2.19, -4.35], [6.08, -0.07, 0.75], [-5.72, -4.69, 3.24], [1.75, 1.02, 3.44], [-1.22, -1.04, 1.88], [0.18, 4.81, -2.11], [2.60, -0.31, 0.24], [0.78, -2.82, -3.38], [0.29, -3.29, -0.89], [3.42, 5.00, 1.60], [-3.23, -4.46, 2.98], [0.51, 0.84, 2.83], [6.95, 0.32, 1.28]], "lowdin_charge": [-0.14, 0.10, 0.11, 0.07, -0.02, -0.04, 0.09, -0.13, 0.15, -0.19, 0.01, 0.13, -0.31, 0.09, -0.18, 0.01, 0.09, 0.06, 0.09, 0.11, 0.13, -0.01, -0.26, 0.13, 0.13, 0.09, -0.14, -0.31, 0.01, 0.09, 0.13, 0.10, 0.09, -0.07, -0.58, 0.13, 0.11, -0.04, 0.07, 0.14, -0.07, -0.24, 0.11, 0.08, 0.09, 0.13, 0.08, 0.12, -0.06, 0.10, -0.17, 0.09, 0.10, 0.09, 0.01, -0.17, -0.13, 0.13, -0.02, 0.08, 0.06, 0.08, -0.20, -0.04, -0.23, 0.14, -0.18, 0.22, 0.12, -0.12, -0.18, 0.12, 0.04, 0.05, -0.04, -0.02, 0.02, 0.13, -0.03, 0.02, 0.11, -0.21, 0.05, -0.24, 0.13, 0.88, 0.07, 0.07, 0.14, 0.07, -0.18, -0.23, -0.07, 0.10, 0.01, 0.02, -0.12, 0.07, 0.08, 0.12, -0.24, 0.08]}